No. 1
Below is a 3-piece molecular cluster, C20H35N2O6PS overall in a non-equilibrium geometry, with properties calculated with the ωB97M-V functional and the def2-TZVPD basis.

Summary:
SMILES string   C#CC1=C([PH2]=S)C(=O)C=CC1=O.COCCNCCOC.COCCNCCOC
HOMO   -8.705 eV

Last column: Mulliken charge in e.
Atoms and positions in Å:
C: 9.61259 -3.98356 3.63130  -0.0374
C: 8.50801 -3.67866 3.26282  -1.0293
C: 7.13996 -3.18240 3.32573  0.9277
C: 6.88693 -1.88217 3.48699  0.2246
P: 8.20581 -0.60029 3.59300  0.1546
S: 9.18694 -0.60048 1.89058  -0.3946
C: 5.40249 -1.50594 3.58959  0.0057
O: 4.99939 -0.72368 4.40283  -0.5089
C: 4.50482 -2.25277 2.60298  -0.0257
C: 4.75680 -3.54596 2.43692  -0.2377
C: 5.93348 -4.13560 3.21294  0.0026
O: 5.92547 -5.23220 3.68556  -0.4722
H: 10.67340 -4.11240 3.74282  0.4177
H: 9.12638 -0.87175 4.62950  0.1201
H: 7.59754 0.67305 3.69829  0.1154
H: 3.70457 -1.72238 2.07970  0.2870
H: 4.15748 -4.13287 1.73888  0.4332
C: 1.94925 -1.78421 -0.30539  -0.8310
O: 1.32305 -1.50840 0.93844  -0.2171
C: 0.71771 -0.21822 1.00360  -0.8359
C: -0.79809 -0.30712 0.94316  -0.4274
N: -1.26387 -0.70878 -0.38145  -0.0890
C: -2.66618 -1.13191 -0.43288  -0.5780
C: -3.12133 -2.28664 0.46190  -0.6897
O: -2.61430 -3.55858 0.09504  -0.4457
C: -1.28826 -3.82228 0.51466  -0.4903
H: 2.58808 -2.65802 -0.17334  0.1785
H: 1.21127 -2.02355 -1.07591  0.3628
H: 2.57057 -0.94731 -0.63642  0.3980
H: 1.11511 0.45511 0.23807  0.4220
H: 0.99050 0.19655 1.97780  0.4009
H: -1.22552 0.66951 1.18953  0.3557
H: -1.11038 -1.01918 1.71500  0.1960
H: -0.69400 -1.47574 -0.71139  0.0754
H: -2.86457 -1.41970 -1.46885  0.3327
H: -3.29422 -0.25883 -0.22440  0.3718
H: -4.20557 -2.36522 0.34780  0.3980
H: -2.94780 -2.09421 1.52689  0.3988
H: -1.06669 -3.37952 1.48878  0.2648
H: -0.57209 -3.47851 -0.23544  0.1439
H: -1.17262 -4.90383 0.59597  0.3368
C: -1.95751 1.60404 -2.78814  -0.6798
O: -2.62832 2.30586 -3.82046  -0.3669
C: -3.93238 1.81293 -4.10492  -0.6932
C: -5.00994 2.75259 -3.58990  -0.2232
N: -5.07678 2.74637 -2.13091  -0.2312
C: -5.84594 3.84725 -1.54756  -0.7067
C: -5.43443 5.28570 -1.86998  -0.4785
O: -4.20713 5.69643 -1.29181  -0.4302
C: -3.04470 5.26274 -1.97542  -0.4697
H: -0.90441 1.88101 -2.82436  0.2741
H: -2.34095 1.88071 -1.80127  0.2265
H: -2.03563 0.52259 -2.92080  0.3480
H: -4.07232 0.79410 -3.73000  0.3049
H: -4.01215 1.77443 -5.19501  0.3946
H: -5.97973 2.44376 -3.99186  0.3858
H: -4.78218 3.75046 -3.98116  0.1522
H: -4.13717 2.79098 -1.76059  -0.0029
H: -5.78961 3.72324 -0.46299  0.3724
H: -6.89717 3.71365 -1.82434  0.3778
H: -6.19298 5.93761 -1.42829  0.3487
H: -5.44649 5.50140 -2.94453  0.3553
H: -3.18579 5.24028 -3.05851  0.2650
H: -2.72603 4.28420 -1.60969  0.1401
H: -2.24240 5.96636 -1.74915  0.3222

No. 2
Below is C30H45BBr54F3GaO2P as an isolated structure, with properties calculated with the ωB97M-V functional and the def2-TZVPD basis.

Summary:
Total charge   -1
HOMO   -3.622 eV

Last column: Mulliken charge in e.
Atoms and positions in Å:
C: -0.76782 1.82895 7.36906  -1.1477
C: -1.46599 1.31076 6.09370  0.6868
C: -1.55950 -0.23742 5.96607  0.8341
C: -1.01970 -0.78683 4.62236  0.3322
C: -1.84177 -2.00713 4.15207  -0.5269
Ga: 0.99811 -1.14420 4.73636  -1.1126
C: 1.42814 -2.14737 2.98770  -0.9734
C: 2.66963 -1.82645 2.18658  -0.0208
O: 2.75626 -2.69198 1.02636  -0.2357
C: 3.97739 -1.96248 2.99351  0.7435
F: 4.52577 -0.75858 3.30556  -0.1346
F: 3.84614 -2.61700 4.14458  -0.2189
F: 4.95576 -2.60997 2.30833  -0.2951
B: 1.97058 0.73986 4.92230  0.6728
C: 1.83271 1.92456 3.86216  -0.8377
O: 2.70550 1.04442 6.06044  -0.6198
P: 1.44157 -2.66414 6.53215  0.0688
C: -0.18580 -3.47815 6.91054  -1.0048
C: 1.68517 -1.64767 8.07043  0.4525
C: 3.18110 -1.29966 8.26713  -0.9710
H: -1.48337 1.96564 8.19734  0.3918
H: -0.25414 2.78832 7.19517  0.2550
H: 0.00086 1.12151 7.71616  0.0531
H: -0.93311 1.70790 5.21202  -0.1574
H: -2.48888 1.72508 6.05803  -0.1850
H: -1.00237 -0.68400 6.80700  -0.1188
H: -2.60915 -0.54887 6.08526  -0.7883
H: -1.15706 0.01674 3.87114  0.5992
H: -1.29460 -2.63348 3.42310  0.1675
H: -2.79519 -1.72525 3.67099  0.1223
H: -2.08464 -2.66742 5.00219  -0.2415
H: 1.40438 -3.24179 3.14843  0.4297
H: 0.57866 -1.89819 2.32557  0.3917
H: 2.63178 -0.78411 1.82822  0.2208
H: 3.17785 -2.21386 0.30302  0.2326
H: 1.70677 1.57590 2.82345  0.1483
H: 2.68356 2.63273 3.89243  0.2297
H: 0.92631 2.49879 4.12569  0.2167
H: 3.14531 1.90253 5.99399  0.1523
H: -0.98800 -2.79324 7.22427  0.1954
H: -0.04744 -4.24080 7.69807  0.5373
H: -0.51405 -3.99111 5.99146  0.2015
H: 1.31714 -2.25323 8.91877  0.5858
H: 1.09309 -0.71837 8.06099  -0.7685
H: 3.74058 -1.40212 7.32620  0.1286
H: 3.65297 -1.96124 9.01019  0.3614
H: 3.30706 -0.25950 8.61160  0.2345
C: 7.17277 -3.18208 -0.41682  0.1269
Br: 7.52970 -5.06709 -0.40662  -0.0293
Br: 8.78291 -2.15125 -0.62975  -0.0526
Br: 5.88007 -2.73104 -1.76658  -0.0353
H: 6.74338 -2.92568 0.53654  -0.0296
C: -5.15227 -2.93407 7.60267  0.0083
Br: -4.28473 -4.18980 6.44444  0.0570
Br: -4.28978 -2.84087 9.31784  -0.0336
Br: -5.30885 -1.20402 6.78632  -0.0336
H: -6.15637 -3.29215 7.77339  -0.0612
C: 6.06901 -2.22383 -6.10443  -0.2962
Br: 4.68546 -1.15473 -5.31959  0.1195
Br: 7.80470 -1.45845 -5.79528  -0.0619
Br: 5.97922 -4.04111 -5.49008  -0.0300
H: 5.90266 -2.23223 -7.17310  0.3364
C: 2.03839 0.25961 -8.29197  -0.4145
Br: 3.26086 1.68040 -7.89048  0.0271
Br: 2.95809 -1.22723 -9.08549  -0.0002
Br: 1.07597 -0.26741 -6.71568  -0.0057
H: 1.31511 0.61123 -9.01438  0.3846
C: 1.45601 -5.40600 -0.84914  -0.0782
Br: 1.45386 -7.30178 -0.52023  -0.0331
Br: 3.17473 -4.78418 -1.41822  0.0813
Br: 0.07053 -4.91457 -2.09475  -0.0112
H: 1.23914 -4.90879 0.08815  0.0195
C: -3.71776 4.91447 4.96390  -0.0884
Br: -2.65803 4.79000 3.36737  0.0329
Br: -4.81363 6.49710 4.96959  -0.0466
Br: -4.75089 3.32536 5.24219  -0.0586
H: -3.03100 5.00010 5.79453  0.0959
C: -8.41449 -5.59005 7.05872  -0.2807
Br: -7.53523 -6.82818 5.88750  -0.0082
Br: -7.55845 -5.50770 8.77911  -0.0125
Br: -8.56067 -3.84499 6.26105  -0.0716
H: -9.41948 -5.95232 7.21941  0.3402
C: -2.14463 -2.19986 -7.52176  -0.2428
Br: -1.47824 -1.71305 -9.25457  -0.0111
Br: -3.36642 -0.87838 -6.84492  0.0226
Br: -2.92111 -3.95271 -7.52692  0.0010
H: -1.29854 -2.21715 -6.84819  0.2127
C: -5.39985 -3.64357 1.89049  -0.3884
Br: -3.94632 -4.90181 1.94425  -0.0304
Br: -6.50087 -3.78942 3.46113  0.0707
Br: -4.75774 -1.85511 1.63903  -0.0259
H: -6.01751 -3.89552 1.04098  0.3522
C: -0.80156 8.58992 5.89614  -0.3333
Br: -1.13075 7.03040 6.97406  0.0139
Br: -1.29556 8.30254 4.06678  -0.0032
Br: -1.66473 10.14426 6.63062  -0.0283
H: 0.26321 8.77092 5.92279  0.3579
C: 6.55538 2.17053 2.67250  -0.2793
Br: 5.78786 2.06906 4.42266  -0.0007
Br: 5.20954 2.45485 1.33000  -0.0573
Br: 7.94306 3.50314 2.56998  -0.0824
H: 7.01497 1.21387 2.46668  0.3342
C: 7.25008 3.56536 -8.01400  -0.3830
Br: 7.10292 1.83864 -7.19621  0.0673
Br: 6.64710 3.53664 -9.83905  -0.0164
Br: 6.30494 4.89479 -6.99421  0.0117
H: 8.29362 3.84539 -8.02029  0.3597
C: -5.06455 2.86551 -7.33266  0.0283
Br: -4.68950 3.53609 -5.57338  -0.0180
Br: -6.86556 3.26209 -7.87861  0.0171
Br: -3.79533 3.49289 -8.62536  0.0526
H: -4.97601 1.78881 -7.29056  -0.0409
C: -3.18955 5.75373 -2.47400  0.3744
Br: -1.29549 6.01205 -2.65387  0.0034
Br: -3.61499 4.66054 -0.95480  0.0529
Br: -4.13149 7.42911 -2.42929  -0.0182
H: -3.52503 5.22577 -3.35459  -0.4225
C: 3.92319 -6.14105 -7.87088  -0.2171
Br: 4.78024 -5.58008 -9.50094  -0.0399
Br: 2.60168 -4.87221 -7.31363  0.0741
Br: 3.20020 -7.91345 -8.02374  -0.0344
H: 4.68747 -6.16402 -7.10681  0.1799
C: -9.09332 1.26521 -9.79752  -0.0501
Br: -8.12822 1.70699 -11.39933  0.0097
Br: -10.58988 2.43462 -9.51436  -0.0030
Br: -9.59615 -0.58512 -9.74573  -0.0058
H: -8.40810 1.43741 -8.98033  -0.0197
C: 4.35852 7.98625 -8.16132  -0.2287
Br: 6.09839 8.79697 -8.24618  0.0020
Br: 2.99033 9.29024 -7.81729  -0.0284
Br: 3.97938 6.96308 -9.73977  0.0245
H: 4.36352 7.29790 -7.32798  0.2010
C: -4.41266 1.08349 -12.35617  0.4532
Br: -4.29273 0.28214 -14.09845  -0.0394
Br: -3.65776 -0.04201 -10.99596  0.0892
Br: -3.63313 2.83990 -12.32907  -0.0275
H: -5.46086 1.19865 -12.12375  -0.4348

No. 3
Below is one molecule with the formula C16H18N2O3, with properties calculated with the ωB97M-V functional and the def2-TZVPD basis.

Summary:
SMILES string   CN1C(=O)c2ccc(NC(=O)C3CCCCC3)cc2C1=O
HOMO   -9.005 eV

Last column: Mulliken charge in e.
Atoms and positions in Å:
C: 2.00030 -5.66495 0.20943  -0.9600
N: 1.37366 -4.36693 0.23993  0.1239
C: -0.00757 -4.18564 0.26619  0.4194
O: -0.81360 -5.08097 0.26655  -0.6342
C: -0.20916 -2.72217 0.29267  -0.2302
C: -1.35890 -1.95847 0.32387  -1.0594
C: -1.23763 -0.57628 0.34472  -0.2464
C: 0.01660 0.03737 0.33455  1.1975
N: 0.17941 1.41697 0.35246  -0.0945
C: -0.77363 2.40721 0.39179  0.1676
O: -1.95878 2.18956 0.45963  -0.6436
C: -0.14554 3.79687 0.36355  0.2490
C: -1.18093 4.88825 0.65489  -1.3076
C: -2.17822 5.05940 -0.48832  -0.5045
C: -1.45883 5.32448 -1.80582  -0.7461
C: -0.48701 4.18875 -2.10651  -0.5796
C: 0.53992 4.06632 -0.98501  -0.9215
C: 1.18297 -0.74367 0.30220  -0.4417
C: 1.04843 -2.11025 0.28211  -0.2047
C: 2.08033 -3.17739 0.24811  0.2393
O: 3.28185 -3.08253 0.23137  -0.6158
H: 1.21125 -6.41407 0.24731  0.3666
H: 2.58087 -5.78079 -0.70681  0.3004
H: 2.66660 -5.77813 1.06533  0.3064
H: -2.33065 -2.42621 0.33223  0.4837
H: -2.11923 0.04215 0.37168  0.5671
H: 1.14381 1.72068 0.33463  0.1977
H: 0.61470 3.81793 1.15569  0.4308
H: -1.71880 4.63578 1.57021  0.3493
H: -0.65131 5.82990 0.81965  0.4597
H: -2.77691 4.15326 -0.57624  0.2974
H: -2.85083 5.88729 -0.25634  0.3516
H: -2.18630 5.41586 -2.61413  0.3352
H: -0.90701 6.26607 -1.74276  0.3154
H: 0.02627 4.37183 -3.05292  0.3490
H: -1.04138 3.25213 -2.19884  0.3164
H: 1.09689 5.00324 -0.90648  0.4643
H: 1.25594 3.27560 -1.22335  0.4395
H: 2.16211 -0.28743 0.29348  0.4625